The following is a DFT calculation (ωB97M-V with the def2-TZVPD basis set) of a single CF5N molecule at a distorted geometry.

```
7
Properties=species:S:1:pos:R:3
F -1.46089 -1.00472 0.32431
N -0.85898 -0.14810 -0.49415
F -1.35807 1.20820 -0.26146
C 0.58456 -0.04274 -0.04289
F 0.82905 1.07201 0.59330
F 0.84864 -1.04240 0.85004
F 1.41568 -0.04225 -0.96913
```

Computed properties:
**F_max**: 4.534 eV/Å
**Relative energy (zero: lowest compared OMol25 entry of this formula, charge and spin)**: 13.0 kcal/mol
**E**: -592.040381 Eh
**2S+1**: 1
**Charge**: 0
**Frontier orbital gap**: 12.82 eV
**LUMO**: 0.800 eV

=====

The following is a DFT calculation (ωB97M-V with the def2-TZVPD basis set) of a single C5H7N molecule.

```
13
Properties=species:S:1:pos:R:3
C -0.28716 2.71763 -0.67634
C -0.37061 1.52686 -0.83023
C -0.40115 0.07041 -1.00145
N -0.65293 -0.62004 0.26177
C 0.36554 -0.45836 1.28098
C 0.22535 -1.74089 0.55258
H -0.22171 3.77352 -0.53437
H -1.19375 -0.20709 -1.70495
H 0.55391 -0.23820 -1.46099
H -0.01119 -0.35487 2.29499
H 1.22543 0.16868 1.04665
H -0.23765 -2.60278 1.02583
H 1.00026 -1.97943 -0.17743
```

Computed properties:
**F_max**: 0.530 eV/Å
**Relative energy (zero: lowest compared OMol25 entry of this formula, charge and spin)**: 76.0 kcal/mol
**E**: -249.352110 Eh
**2S+1**: 1
**Charge**: 0
**Frontier orbital gap**: 10.48 eV
**LUMO**: 1.153 eV

=====

The following is a DFT calculation (ωB97M-V with the def2-TZVPD basis set) of a molecular structure, C50H49GeN12O2S3Sc.

```
118
Properties=species:S:1:pos:R:3
Sc -0.38769 1.05861 -1.57919
C -4.04658 0.62805 1.24005
C -3.19138 0.50616 0.15395
N -1.88905 0.73738 0.28398
C -1.43193 1.06218 1.49426
C -2.31005 1.19652 2.56709
N -3.61231 0.99725 2.43832
C 0.04139 1.18600 1.60993
C 0.69191 1.21140 2.83204
C 2.08010 1.18383 2.87284
C 2.76507 1.08288 1.66074
C 2.05219 1.06146 0.47548
N 0.71362 1.16337 0.44977
C 2.69959 0.85096 -0.84693
C 4.06782 0.65612 -1.02110
N 4.60725 0.44425 -2.21224
C 3.78405 0.40735 -3.25199
C 2.42012 0.60602 -3.10791
N 1.88771 0.83697 -1.91063
C 2.80896 1.20219 4.15734
C 2.34288 0.48756 5.25390
C 3.07340 0.53440 6.43310
N 4.18953 1.23990 6.57786
C 4.62527 1.92606 5.52694
C 3.98185 1.93572 4.29782
H -5.10673 0.43417 1.12878
H -3.55344 0.21321 -0.82439
H -1.95815 1.48699 3.54793
H 0.12655 1.22614 3.75297
H 3.83978 0.97839 1.66585
H 4.74629 0.65573 -0.17796
H 4.21101 0.21082 -4.22755
H 1.75207 0.56178 -3.95893
H 1.45069 -0.12505 5.19913
H 2.74213 -0.02533 7.29998
H 5.53273 2.50093 5.67050
H 4.38098 2.52828 3.48480
N -0.56284 -0.63354 -4.79514
C -1.53332 0.26444 -4.55697
N -1.58480 1.03361 -3.47831
C -2.69187 1.88124 -3.53305
C -3.45082 1.76996 -4.63986
S -2.80164 0.55868 -5.68507
C -2.88157 2.79675 -2.41007
C -3.90492 3.64761 -2.17857
S -3.58612 4.59179 -0.77264
C -2.09243 3.77118 -0.57095
N -1.86577 2.83689 -1.46520
N -1.22068 4.02778 0.44442
H -0.01618 -1.03234 -4.01737
H -0.66755 -1.23359 -5.59731
H -4.33268 2.32520 -4.90934
H -4.80709 3.78935 -2.74896
H -1.38770 4.85171 1.00106
H -0.24909 3.90604 0.18482
C 3.12388 4.39495 -5.42668
N 2.21899 3.58644 -4.60118
C 1.12814 2.97851 -5.35581
C 2.13078 3.76405 -3.26892
S 0.60285 3.62491 -2.48945
N 3.24966 4.07383 -2.58916
C 3.19714 4.65772 -1.25411
C 4.58905 3.69100 -3.03364
H 2.52662 4.88213 -6.19746
H 3.88951 3.78773 -5.90924
H 3.59357 5.16388 -4.82408
H 1.54609 2.55581 -6.26865
H 0.37080 3.72092 -5.61671
H 0.65420 2.19256 -4.77463
H 2.25440 5.17326 -1.11290
H 4.01633 5.37059 -1.16233
H 3.31336 3.89299 -0.48089
H 4.51699 2.96344 -3.83738
H 5.10582 3.23396 -2.18880
H 5.17251 4.54658 -3.37337
O 0.96949 -1.92525 -2.81065
C 0.36387 -1.84121 -1.74992
O -0.51154 -0.87936 -1.53800
C 0.51940 -2.85288 -0.63853
C 0.16486 -2.35368 0.76509
Ge -1.24980 -3.38544 1.65278
C -0.61137 -5.11195 2.24028
C -1.51663 -6.06717 2.70533
C -1.07948 -7.31114 3.13289
C 0.27408 -7.61935 3.09789
C 1.18576 -6.68220 2.63715
C 0.74250 -5.43702 2.21231
C -1.93850 -2.26103 3.09010
C -3.28192 -2.28295 3.46445
C -3.75155 -1.48043 4.49572
C -2.88071 -0.64339 5.18039
C -1.53872 -0.61773 4.83060
C -1.07812 -1.41477 3.79073
C -2.65560 -3.62081 0.32870
C -3.59109 -2.61286 0.10042
C -4.55139 -2.73515 -0.89309
C -4.58745 -3.87724 -1.68223
C -3.66977 -4.89401 -1.46506
C -2.71393 -4.76568 -0.46434
H 1.52616 -3.26491 -0.69807
H -0.13711 -3.67048 -0.96865
H -0.26759 -1.35809 0.69310
H 1.05938 -2.27457 1.38739
H -2.57858 -5.84509 2.73555
H -1.79279 -8.04084 3.49259
H 0.61533 -8.59099 3.42957
H 2.24036 -6.92307 2.60909
H 1.47269 -4.71744 1.85563
H -3.98235 -2.92644 2.94293
H -4.79705 -1.51521 4.77290
H -3.24533 -0.02810 5.99222
H -0.85568 0.01398 5.38995
H -0.01982 -1.40459 3.54142
H -3.59441 -1.73365 0.73536
H -5.28897 -1.95410 -1.04135
H -5.34140 -3.98265 -2.45152
H -3.70499 -5.79255 -2.06688
H -2.01153 -5.57523 -0.29696
```

Computed properties:
**F_max**: 0.836 eV/Å
**Relative energy (zero: lowest compared OMol25 entry of this formula, charge and spin)**: 0.0 kcal/mol
**E**: -6774.325853 Eh
**2S+1**: 1
**Charge**: +2
**Frontier orbital gap**: 6.57 eV
**LUMO**: -6.019 eV

=====

The following is a DFT calculation (ωB97M-V with the def2-TZVPD basis set) of 2 unconnected molecules or ions with the total composition C10H11Br2N3 at a distorted geometry.

```
26
Properties=species:S:1:pos:R:3
C -4.04532 -0.60363 -0.51292
C -3.32073 -0.22266 -1.65683
C -3.49345 -1.14405 0.59148
C -1.95923 -0.26310 -1.64043
C -2.13090 -1.51324 0.45907
C -1.38721 -1.08082 -0.63318
C 1.34426 0.53598 1.72951
C 3.17335 1.08695 -0.14241
C 1.06673 -1.24136 -0.98272
C 1.78648 0.97381 0.40889
N -1.34016 -2.27030 1.26338
N -0.12507 -2.16461 0.84506
N -0.09442 -1.49058 -0.29150
Br 2.48556 -2.43757 -0.74160
Br 0.60228 1.99007 -0.54581
H -4.94714 -0.12707 -0.43113
H -3.85902 0.33022 -2.40330
H -3.98420 -1.32336 1.52718
H -1.33597 0.18401 -2.38998
H 0.34280 0.03346 1.64550
H 2.12846 0.26969 2.43252
H 0.92513 1.53065 2.23619
H 3.76404 0.23248 0.15501
H 3.70824 2.05166 0.08504
H 3.16513 1.23622 -1.28218
H 0.94440 -0.71965 -1.93480
```

Computed properties:
**F_max**: 4.052 eV/Å
**Relative energy (zero: lowest compared OMol25 entry of this formula, charge and spin)**: 80.7 kcal/mol
**E**: -5699.780462 Eh
**2S+1**: 1
**Charge**: 0
**Frontier orbital gap (alpha / beta)**: 6.89 / 7.79 eV
**LUMO (alpha / beta)**: -0.565 / 0.143 eV

=====

The following is a DFT calculation (ωB97M-V with the def2-TZVPD basis set) of 8 unconnected molecules or ions with the total composition C51H106F9N5O7 at a distorted geometry.

```
178
Properties=species:S:1:pos:R:3
C -5.68860 4.18900 7.31436
C -4.91642 2.85625 7.17993
C -4.64555 2.50726 5.73460
C -4.06654 1.08254 5.53429
N -3.37991 0.74544 4.13513
C -2.74989 -0.70108 4.22554
C -1.26964 -0.52605 3.99631
C -1.23625 0.75308 3.17850
C -2.21327 1.68679 3.83036
C -4.44663 0.86242 3.00629
H -6.60733 4.19855 6.72788
H -4.95551 4.99520 7.28773
H -6.07916 4.11402 8.32922
H -5.32036 2.00534 7.72845
H -3.92392 3.02688 7.59698
H -3.90489 3.17319 5.29181
H -5.54455 2.49709 5.11833
H -4.75311 0.23940 5.61076
H -3.24773 0.82962 6.20786
H -3.12204 -1.33641 3.42181
H -2.88583 -1.14028 5.21383
H -0.88735 -1.35802 3.40488
H -0.72613 -0.49810 4.94073
H -1.31016 0.61443 2.09988
H -0.25061 1.19905 3.31159
H -2.52043 2.47479 3.14275
H -1.85198 2.07118 4.78421
H -5.28807 0.26315 3.35407
H -4.09647 0.52352 2.03129
H -4.70644 1.91521 2.89571
C 1.62235 -5.02308 -8.07697
C 2.64361 -4.90054 -6.87837
C 2.96299 -3.47480 -6.36283
C 1.83840 -2.46670 -6.21390
N 2.39426 -1.01717 -5.99840
C 1.23647 0.03129 -6.10510
C 1.92897 1.40603 -6.41740
C 3.18206 1.02443 -7.30418
C 3.13394 -0.50324 -7.24412
C 3.27927 -0.96385 -4.72336
H 0.58146 -4.83659 -7.81264
H 1.72877 -6.01651 -8.51271
H 1.98175 -4.31560 -8.82424
H 3.60810 -5.24227 -7.25400
H 2.31278 -5.53637 -6.05717
H 3.68451 -3.05938 -7.06635
H 3.53757 -3.58418 -5.44305
H 1.10228 -2.78430 -5.47543
H 1.40284 -2.39506 -7.21052
H 0.62461 0.03637 -5.20304
H 0.66530 -0.31282 -6.96734
H 2.25025 1.88212 -5.49100
H 1.37355 2.17519 -6.95407
H 4.15418 1.33714 -6.92300
H 3.13358 1.44628 -8.30807
H 4.11607 -0.96960 -7.32176
H 2.65997 -1.05488 -8.05599
H 3.61736 0.05544 -4.53670
H 4.09408 -1.68200 -4.81527
H 2.73264 -1.26642 -3.83019
C 5.03245 2.46885 -0.90676
C 3.76316 3.27855 -0.97997
C 2.88302 3.62409 0.29371
C 3.57363 4.57743 1.26410
N 2.54120 4.94751 2.43290
C 1.30493 5.74933 1.90281
C 1.32589 7.16077 2.58776
C 2.13725 6.86968 3.86962
C 3.22799 5.95369 3.45788
C 2.09839 3.66633 3.14455
H 4.79346 1.43691 -0.64971
H 5.66615 2.89733 -0.13027
H 5.55896 2.53206 -1.85907
H 3.13900 2.68815 -1.65076
H 4.03603 4.20674 -1.48206
H 2.80904 2.70953 0.88210
H 1.89232 3.99953 0.03747
H 3.94648 5.53476 0.89996
H 4.23370 3.97216 1.88544
H 0.40454 5.22148 2.21711
H 1.34541 5.89342 0.82314
H 0.36251 7.63168 2.78331
H 1.77435 7.90747 1.93244
H 1.53762 6.38759 4.64172
H 2.42096 7.83673 4.28484
H 3.58617 5.40125 4.32657
H 4.15920 6.37262 3.07650
H 1.57200 4.12807 3.97989
H 2.96269 3.17646 3.59301
H 1.50485 3.00839 2.50978
C -0.36597 -7.78970 -3.02148
C -0.71383 -6.56959 -2.25147
C 0.09329 -6.38691 -1.01274
C -0.32452 -5.06170 -0.25932
N -0.11942 -5.08018 1.26550
C -0.89177 -6.18829 1.87705
C -1.93270 -5.53374 2.76180
C -2.07350 -4.10717 2.22052
C -0.66826 -3.75009 1.75832
C 1.34325 -5.25890 1.70500
H -0.67899 -7.68312 -4.06012
H -1.06171 -8.55115 -2.66899
H 0.65299 -8.14303 -2.86341
H -1.75585 -6.71643 -1.96737
H -0.81838 -5.64159 -2.81360
H 1.14699 -6.27227 -1.26705
H 0.07340 -7.29804 -0.41478
H -1.40827 -4.95387 -0.30353
H 0.09795 -4.14426 -0.66910
H -0.30951 -6.90127 2.46078
H -1.52110 -6.58601 1.08090
H -1.49428 -5.58898 3.75821
H -2.80173 -6.19119 2.73655
H -2.33446 -3.28038 2.88113
H -2.75926 -4.14782 1.37424
H 0.00511 -3.49035 2.57515
H -0.58844 -2.95799 1.01380
H 1.63970 -6.29835 1.56442
H 1.39968 -5.05254 2.77380
H 2.01793 -4.56542 1.20302
C -1.36223 1.82263 -3.09418
C -0.32555 0.97688 -2.36540
O 0.57722 0.48027 -2.96366
N -0.42764 0.77766 -0.88726
H -0.83029 1.57671 -0.41876
H -1.15494 0.08940 -0.75521
C 0.86662 0.36055 -0.16693
H -1.22481 1.97648 -4.16448
H -1.64591 2.73310 -2.56628
H -2.23565 1.17142 -3.12822
H 0.98590 0.84607 0.80165
H 1.79376 0.61909 -0.67846
H 0.73917 -0.71186 -0.01937
C 2.44496 -1.42871 2.77596
O 2.56566 -1.79151 1.36304
O 2.58902 -2.56406 3.59641
C 3.22174 -0.11191 3.09114
F 3.57937 0.60520 2.04625
F 2.49036 0.63965 3.94455
F 4.37090 -0.32006 3.70076
C 3.79937 -2.35624 0.87982
C 3.69849 -2.21022 -0.63879
H 3.62980 -1.20295 -1.04962
H 4.60428 -2.55595 -1.13691
H 2.78361 -2.73973 -0.90469
H 3.86940 -3.41024 1.14866
H 4.62293 -1.74531 1.24942
H 1.40710 -1.10567 2.85712
C -3.21370 -1.78547 -0.87181
O -2.30841 -1.81533 -2.03819
O -2.47338 -1.04667 0.09552
C -4.60251 -1.30786 -1.45958
F -4.44068 -0.19597 -2.21655
F -5.31851 -2.20712 -2.07644
F -5.35618 -0.92863 -0.44272
C -2.53491 -2.60848 -3.24285
C -1.28827 -2.30109 -4.08512
H -1.22608 -2.89733 -4.99547
H -1.27938 -1.26758 -4.43135
H -0.34977 -2.46164 -3.55451
H -3.39888 -2.24896 -3.80179
H -2.44125 -3.69375 -3.20398
H -3.38748 -2.79222 -0.49186
C -1.98311 4.42399 0.49060
O -1.87648 4.69223 1.87377
O -0.89966 3.58332 0.19150
C -3.47943 4.01841 0.07372
F -4.14072 3.08310 0.78264
F -4.25657 5.08600 0.06637
F -3.51567 3.69664 -1.24185
C -2.34526 5.98560 2.26903
C -2.24698 5.95805 3.75368
H -1.23879 5.85523 4.15503
H -2.62928 6.92027 4.09439
H -2.67210 5.05180 4.18506
H -3.33396 6.25683 1.89887
H -1.82791 6.87278 1.90386
H -1.79891 5.35241 -0.04997
```

Computed properties:
**F_max**: 4.428 eV/Å
**E**: -3705.289357 Eh
**2S+1**: 1
**Charge**: +2
**Frontier orbital gap**: 6.80 eV
**LUMO**: -3.444 eV